C28H18Br2N3OPdS | ωB97M-V/def2-TZVPD

Results
Charge: -1
E (Ha): -6991.4038
Relative energy (zero: lowest compared OMol25 entry of this formula, charge and spin) (kJ/mol): 8.61
E_HOMO (spin up / spin down) (eV): -3.920 / -3.924
Orbital gap (spin up / spin down) (eV): 5.6 / 5.6
LUMO energy (spin up / spin down) (hartree): 0.0602 / 0.0602

```
54
Properties=species:S:1:pos:R:3:forces:R:3:mulliken_charge:R:1
Pd -0.053677 0.851835 -0.211953 0.5218 -0.0672 -0.0012 0.444
Br -2.608035 -3.965607 -0.055343 0.0092 -0.0055 0.0218 -0.206
C -0.742454 -3.616814 -0.079667 0.0246 0.0202 -0.0135 -0.033
C 0.137416 -4.652808 0.215582 -0.0122 -0.0268 -0.0079 -0.431
C 1.489270 -4.441169 0.214689 0.0098 -0.0153 -0.0145 0.088
Br 2.641231 -5.897167 0.643596 0.0126 -0.0032 -0.0298 -0.219
C 2.021194 -3.163713 -0.072282 0.0026 0.0130 -0.0226 1.446
C 3.400528 -2.858110 -0.080931 -0.0070 0.0064 0.0002 -0.981
C 3.816233 -1.590122 -0.369158 -0.0034 -0.0255 -0.0413 -0.493
C 2.852459 -0.602539 -0.624720 0.0128 0.0355 -0.0221 -0.697
N 1.565599 -0.850809 -0.614983 -0.2218 0.0916 0.0140 -0.564
C 1.121458 -2.106320 -0.365107 -0.0147 -0.0379 -0.0235 0.485
C -0.335983 -2.304853 -0.391073 0.0596 0.0549 -0.0027 -0.093
O -1.117584 -1.360672 -0.660299 -0.0849 -0.1617 -0.0328 -0.701
H -0.257508 -5.631440 0.453086 0.0023 0.0050 -0.0028 0.411
H 4.115452 -3.638320 0.143702 -0.0005 0.0002 0.0037 0.330
H 4.867117 -1.333166 -0.382272 0.0036 -0.0020 0.0071 0.436
H 3.146433 0.421760 -0.824600 -0.0052 0.0047 0.0072 0.407
C 0.260246 0.406065 1.610334 -0.0728 -0.0725 0.2330 -0.982
C 0.840859 -0.478049 2.329101 0.0761 0.0558 0.1128 -0.261
C 1.421370 -1.408022 3.095040 -0.1110 0.0009 -0.2078 0.748
C 2.793921 -1.198656 3.614190 -0.0273 0.0357 0.0120 0.211
C 3.681076 -0.370098 2.923008 -0.0047 0.0148 0.0148 -0.417
C 4.955081 -0.132654 3.409494 -0.0168 -0.0071 -0.0050 -0.835
C 5.368990 -0.711786 4.602792 0.0124 0.0040 -0.0031 -0.420
C 4.492784 -1.525491 5.305747 -0.0143 -0.0104 0.0009 -0.735
C 3.217937 -1.769402 4.815871 0.0209 0.0179 -0.0141 -0.125
C 0.697610 -2.678179 3.357398 0.0349 0.0397 -0.0134 0.455
C 1.378319 -3.890350 3.481097 -0.0435 -0.0095 0.0490 -0.061
C 0.681528 -5.079608 3.640319 0.0173 0.0199 0.0281 -0.945
C -0.704397 -5.076852 3.678609 0.0002 -0.0040 -0.0071 -0.486
C -1.392331 -3.876686 3.545471 -0.0026 0.0292 -0.0064 -0.638
C -0.699190 -2.690627 3.381131 -0.0132 -0.0288 -0.0090 -0.446
H 3.348120 0.083520 1.997470 0.0067 -0.0042 0.0506 0.475
H 5.629652 0.507597 2.854477 0.0038 0.0051 -0.0010 0.381
H 6.365991 -0.526296 4.982697 0.0001 -0.0016 0.0017 0.372
H 4.799852 -1.971342 6.243913 0.0015 -0.0008 -0.0002 0.374
H 2.538454 -2.397488 5.376930 -0.0071 0.0000 0.0001 0.514
H 2.458615 -3.910556 3.413499 0.0013 -0.0005 -0.0083 0.603
H 1.228188 -6.012333 3.704102 -0.0063 0.0068 0.0015 0.374
H -1.249446 -6.006163 3.789488 0.0029 -0.0041 0.0054 0.400
H -2.474845 -3.869727 3.544853 -0.0004 0.0047 -0.0009 0.422
H -1.228388 -1.756149 3.238152 -0.0006 -0.0005 0.0079 0.398
S -0.900768 1.946108 -2.227639 -0.2579 -0.1117 0.1511 -0.371
C -1.863637 1.873959 -0.803287 0.0268 0.2130 -0.1417 0.154
N -2.753069 0.797843 -0.631774 0.0290 0.0218 -0.0148 -0.191
C -3.390496 0.617960 0.541099 -0.0035 -0.0161 -0.0591 -0.118
C -3.457569 1.633204 1.435216 -0.0263 0.0228 0.0733 -0.532
C -2.862341 2.859484 1.022867 -0.0500 -0.0128 0.0782 0.017
N -2.130348 3.008236 -0.031556 0.1183 -0.0616 -0.1039 -0.561
H -2.520242 -0.034449 -1.163579 0.0121 -0.0368 -0.0564 0.429
H -3.829210 -0.359222 0.689969 -0.0152 -0.0019 0.0038 0.389
H -3.983108 1.534941 2.371631 0.0011 0.0075 -0.0026 0.388
H -3.021176 3.752724 1.623804 -0.0005 -0.0011 -0.0089 0.392
```
Positions in Å, forces in eV/Å.